Entry 1
The following is a quantum chemistry calculation of a 2-piece molecular cluster, CH2N2OS overall, from OMol25.

Bonds (Å) are listed after each position.
CARTESIAN COORDINATES (ANGSTROEM)
1 C -1.97 -0.65 -0.13  N2 1.209, O4 1.157
2 N -1.64 0.50 0.04  C1 1.209, H6 1.048
3 N 2.66 0.60 0.04  S5 1.536, H7 0.963
4 O -2.42 -1.70 0.08  C1 1.157
5 S 2.20 -0.86 -0.07  N3 1.536
6 H -1.07 1.00 -0.69  N2 1.048
7 H 2.24 1.12 0.73  N3 0.963

Summary:
**HOMO energy (alpha / beta)**: -8.6 / -11.2 eV
**⟨S²⟩**: 2.009
**2S+1**: 3
**Gap between HOMO and LUMO (alpha / beta)**: 0.338 / 0.353 Ha

***

Entry 2
The following is a quantum chemistry calculation of one molecule with the formula CH2N2OS, from OMol25.

Bonds (Å) are listed after each position.
CARTESIAN COORDINATES (ANGSTROEM)
1 C -1.42 -0.44 -0.25  N2 1.158, S5 1.799
2 N -2.48 -0.64 0.17  C1 1.158
3 N 1.34 -0.69 0.40  S5 1.585, H6 1.035
4 O -0.12 1.57 0.19  S5 1.430
5 S 0.24 0.25 -0.23  C1 1.799, N3 1.585, O4 1.430, H7 1.393
6 H 1.83 -0.49 1.29  N3 1.035
7 H 0.61 0.45 -1.56  S5 1.393

Summary:
**HOMO energy (alpha / beta)**: -6.1 / -11.6 eV
**⟨S²⟩**: 2.009
**2S+1**: 3
**Gap between HOMO and LUMO (alpha / beta)**: 0.219 / 0.273 Ha

***

Which is most stable, and by how much? entry 1, by 6.455 eV.

***

Entry 1
The following is a quantum chemistry calculation of a 20-piece molecular cluster, H39O20 overall, from OMol25.

Bonds (Å) are listed after each position.
CARTESIAN COORDINATES (ANGSTROEM)
1 O -0.30 2.74 -1.13  H16 1.101, H59 0.887
2 H 1.01 -1.23 5.10  O33 1.054
3 O 4.00 3.32 -2.18  H4 1.035, H5 0.947
4 H 3.07 2.89 -2.35  O3 1.035
5 H 4.48 3.12 -2.97  O3 0.947
6 O -2.93 -1.38 2.36  H8 0.971, H14 0.991
7 H 2.42 -3.11 2.09  O39 0.913
8 H -3.88 -1.31 2.19  O6 0.971
9 O -0.50 -1.30 3.69  H10 1.023, H17 0.971
10 H -1.47 -1.55 3.51  O9 1.023
11 H -1.20 -3.02 0.95  O12 1.122
12 O -1.02 -1.93 1.14  H11 1.122, H52 0.866
13 H 1.46 2.82 -4.10  O30 1.044
14 H -2.62 -0.47 2.62  O6 0.991
15 O -5.35 0.50 -0.08  H22 0.924, H35 1.032
16 H -0.24 1.66 -0.92  O1 1.101
17 H -0.23 -1.74 2.88  O9 0.971
18 O 2.18 -1.44 -2.59  H19 1.069, H20 1.058
19 H 1.40 -0.77 -2.31  O18 1.069
20 H 3.03 -1.16 -2.03  O18 1.058
21 O -2.03 0.14 -4.83  H38 0.892, H40 1.000
22 H -5.27 -0.35 0.26  O15 0.924
23 H 2.02 -1.82 0.81  O51 0.925
24 O -1.12 3.45 1.88  H25 0.989, H26 1.007
25 H -0.58 2.71 2.27  O24 0.989
26 H -0.99 3.18 0.92  O24 1.007
27 O 0.13 -4.04 -0.52  H28 0.814, H29 1.138
28 H -0.43 -4.07 -1.11  O27 0.814
29 H 0.98 -3.32 -0.35  O27 1.138
30 O 1.90 2.31 -3.30  H13 1.044, H32 1.139
31 H 1.17 0.50 0.28  O36 0.985
32 H 1.23 2.70 -2.47  O30 1.139
33 O 1.83 -1.84 5.33  H2 1.054, H53 1.009
34 H 5.52 1.19 -0.19  O48 0.944
35 H -4.90 0.56 -1.01  O15 1.032
36 O 0.73 0.54 -0.60  H31 0.985, H37 1.064
37 H 0.45 -0.49 -0.51  O36 1.064
38 H -2.47 0.42 -4.11  O21 0.892
39 O 1.86 -3.83 2.17  H7 0.913, H41 0.945
40 H -2.65 -0.46 -5.34  O21 1.000
41 H 1.20 -3.58 1.54  O39 0.945
42 O 3.00 -3.26 -1.19  H43 0.975, H44 1.061
43 H 2.56 -3.94 -1.74  O42 0.975
44 H 2.40 -2.42 -0.96  O42 1.061
45 O -2.28 -0.05 -0.41  H46 0.935, H49 0.954
46 H -2.08 -0.70 0.24  O45 0.935
47 H -1.97 5.10 -0.68  O57 0.982
48 O 5.86 1.61 0.59  H34 0.944, H50 0.940
49 H -2.40 0.79 0.02  O45 0.954
50 H 5.58 2.50 0.68  O48 0.940
51 O 1.35 -1.75 0.17  H23 0.925
52 H -0.21 -1.78 0.85  O12 0.866
53 H 1.74 -2.45 4.53  O33 1.009
54 O -3.44 1.52 1.52  H55 0.968, H56 1.006
55 H -4.17 2.07 1.83  O54 0.968
56 H -4.08 0.90 1.05  O54 1.006
57 O -2.27 4.53 -1.42  H47 0.982, H58 0.948
58 H -1.94 3.67 -1.21  O57 0.948
59 H 0.44 3.15 -0.87  O1 0.887

Summary:
**Net charge**: -1
**HOMO energy**: -6.8 eV
**Gap between HOMO and LUMO**: 0.314 Ha

***

Entry 2
The following is a quantum chemistry calculation of a 20-piece molecular cluster, H39O20 overall, from OMol25.

Bonds (Å) are listed after each position.
CARTESIAN COORDINATES (ANGSTROEM)
1 O 1.04 -4.15 3.50  H2 0.943, H11 1.030
2 H 1.19 -4.18 2.57  O1 0.943
3 O 4.20 0.79 -3.00  H4 0.975, H5 0.900
4 H 4.20 0.54 -2.06  O3 0.975
5 H 4.93 1.19 -3.35  O3 0.900
6 O 0.72 -1.63 2.47  H7 0.990, H8 0.974
7 H -0.21 -1.49 2.78  O6 0.990
8 H 1.08 -0.73 2.40  O6 0.974
9 O 3.44 0.31 1.05  H10 0.933
10 H 3.63 -0.47 1.53  O9 0.933
11 H 1.07 -3.14 3.68  O1 1.030
12 O -4.52 -0.61 2.97  H13 1.040, H14 0.934
13 H -5.21 0.00 2.48  O12 1.040
14 H -3.65 -0.81 2.68  O12 0.934
15 O 1.58 0.90 2.57  H16 0.999, H17 1.168
16 H 2.17 0.67 3.34  O15 0.999
17 H 2.50 0.90 1.84  O15 1.168
18 O -1.24 2.10 -0.66  H19 1.048, H20 0.836
19 H -0.62 2.40 -1.45  O18 1.048
20 H -0.81 2.52 -0.08  O18 0.836
21 O -1.06 -2.43 0.45  H38 0.970, H40 1.118
22 H 0.23 -0.10 4.35  O30 0.954
23 H -1.70 -0.84 1.44  O39 1.003
24 O -0.76 0.12 -5.00  H25 0.932, H26 0.975
25 H -0.29 -0.34 -4.34  O24 0.932
26 H -0.03 0.57 -5.45  O24 0.975
27 O 5.77 1.50 -0.99  H28 1.006, H29 0.927
28 H 6.08 0.70 -0.45  O27 1.006
29 H 5.44 2.24 -0.55  O27 0.927
30 O -0.68 -0.27 4.60  H22 0.954, H32 0.954
31 H 1.50 1.55 1.02  O36 1.045
32 H -1.11 -0.17 3.76  O30 0.954
33 O 1.93 -0.54 -0.84  H34 1.010, H35 0.947
34 H 2.35 -0.03 -0.07  O33 1.010
35 H 2.44 -0.53 -1.63  O33 0.947
36 O 1.30 2.35 0.37  H31 1.045, H37 1.061
37 H 2.23 2.86 0.35  O36 1.061
38 H -0.25 -2.95 0.36  O21 0.970
39 O -2.01 -0.41 2.29  H23 1.003, H41 0.966
40 H -0.48 -1.51 0.20  O21 1.118
41 H -2.31 0.43 1.91  O39 0.966
42 O -5.00 1.85 -0.54  H43 0.890, H44 0.915
43 H -4.84 1.05 -0.88  O42 0.890
44 H -4.38 2.46 -0.83  O42 0.915
45 O 1.14 1.05 -2.84  H46 1.067, H47 1.021
46 H 0.96 0.78 -1.83  O45 1.067
47 H 2.04 1.53 -2.72  O45 1.021
48 O -4.76 -0.61 -1.06  H49 0.982, H50 0.948
49 H -5.64 -1.05 -1.03  O48 0.982
50 H -4.15 -1.18 -0.61  O48 0.948
51 O -0.99 -3.65 -3.99  H52 1.032, H53 1.015
52 H -1.60 -2.97 -3.51  O51 1.032
53 H -0.26 -3.75 -3.29  O51 1.015
54 O -0.44 3.44 1.84  H55 0.921, H56 0.899
55 H -0.36 2.89 2.57  O54 0.921
56 H 0.41 3.63 1.60  O54 0.899
57 O -2.43 -1.06 -3.05  H58 0.920, H59 1.046
58 H -2.40 -0.81 -3.93  O57 0.920
59 H -1.40 -0.91 -2.93  O57 1.046

Summary:
**Net charge**: -1
**HOMO energy**: -7.3 eV
**Gap between HOMO and LUMO**: 0.347 Ha

***

Which is most stable, and by how much? entry 2, by 1.953 eV.

***

Entry 1
The following is a quantum chemistry calculation of a 2-piece molecular cluster, C15H18O2 overall, from OMol25.

Bonds (Å) are listed after each position.
CARTESIAN COORDINATES (ANGSTROEM)
1 C -1.62 0.13 -2.64  C2 1.475, H10 1.104, H11 1.107, H12 1.122
2 C -0.87 1.35 -2.27  C1 1.475, C3 1.550, H13 1.043, H14 1.131
3 C -1.26 1.76 -0.83  C2 1.550, C4 1.415, C9 1.381
4 C -2.43 2.55 -0.74  C3 1.415, C5 1.414, H15 1.051
5 C -2.93 2.81 0.55  C4 1.414, C6 1.476, H16 0.997
6 C -2.06 2.43 1.68  C5 1.476, O7 1.328, C8 1.374
7 O -2.64 2.58 2.87  C6 1.328, H17 1.060
8 C -0.89 1.71 1.54  C6 1.374, C9 1.399, H18 1.091
9 C -0.50 1.35 0.25  C3 1.381, C8 1.399, H19 1.188
10 H -2.71 0.24 -2.51  C1 1.104
11 H -1.68 -0.75 -1.97  C1 1.107
12 H -1.36 -0.11 -3.70  C1 1.122
13 H 0.16 1.30 -2.42  C2 1.043
14 H -1.13 2.20 -2.96  C2 1.131
15 H -3.05 2.96 -1.48  C4 1.051
16 H -3.74 3.37 0.67  C5 0.997
17 H -3.07 3.55 2.89  O7 1.060
18 H -0.37 1.14 2.31  C8 1.091
19 H 0.52 0.76 0.41  C9 1.188
20 C -0.20 -2.84 0.80  C21 1.398, H28 1.164, H29 1.160, H30 1.111
21 C 1.08 -2.32 0.57  C20 1.398, C22 1.397, C27 1.438
22 C 1.40 -1.56 -0.55  C21 1.397, C23 1.387, H31 1.112
23 C 2.65 -0.96 -0.69  C22 1.387, C24 1.446, H32 1.131
24 C 3.65 -1.29 0.30  C23 1.446, O25 1.350, C26 1.471
25 O 4.76 -0.55 0.10  C24 1.350, H33 0.954
26 C 3.35 -2.14 1.46  C24 1.471, C27 1.378, H34 1.065
27 C 2.08 -2.66 1.54  C21 1.438, C26 1.378, H35 1.095
28 H -0.44 -3.83 0.24  C20 1.164
29 H -1.12 -2.41 0.23  C20 1.160
30 H -0.47 -2.95 1.87  C20 1.111
31 H 0.69 -1.17 -1.31  C22 1.112
32 H 2.93 -0.24 -1.52  C23 1.131
33 H 5.44 -1.01 0.59  O25 0.954
34 H 3.86 -1.99 2.38  C26 1.065
35 H 1.97 -3.39 2.35  C27 1.095

Summary:
**HOMO energy**: -8.0 eV
**Gap between HOMO and LUMO**: 0.321 Ha

***

Entry 2
The following is a quantum chemistry calculation of a 2-piece molecular cluster, C15H18O2 overall, from OMol25.

Bonds (Å) are listed after each position.
CARTESIAN COORDINATES (ANGSTROEM)
1 C 2.75 -2.81 0.24  C2 1.536, H10 1.113, H11 1.077, H12 1.103
2 C 1.29 -2.84 0.71  C1 1.536, C3 1.496, H13 1.087, H14 1.159
3 C 0.22 -2.91 -0.33  C2 1.496, C4 1.424, C9 1.380
4 C 0.08 -4.18 -0.95  C3 1.424, C5 1.394, H15 1.086
5 C -1.05 -4.51 -1.70  C4 1.394, C6 1.389, H16 1.070
6 C -2.01 -3.52 -1.84  C5 1.389, O7 1.382, C8 1.414
7 O -3.11 -3.87 -2.60  C6 1.382, H17 0.964
8 C -1.81 -2.18 -1.43  C6 1.414, C9 1.377, H18 1.080
9 C -0.58 -1.92 -0.86  C3 1.380, C8 1.377, H19 1.091
10 H 3.11 -3.87 0.28  C1 1.113
11 H 3.43 -2.06 0.61  C1 1.077
12 H 2.84 -2.57 -0.84  C1 1.103
13 H 1.20 -3.59 1.49  C2 1.087
14 H 1.21 -1.84 1.29  C2 1.159
15 H 0.98 -4.78 -1.07  C4 1.086
16 H -1.17 -5.39 -2.30  C5 1.070
17 H -3.95 -3.68 -2.16  O7 0.964
18 H -2.66 -1.58 -1.71  C8 1.080
19 H -0.38 -0.94 -0.44  C9 1.091
20 C 2.39 3.17 0.68  C21 1.513, H28 1.056, H29 1.108, H30 1.099
21 C 0.92 3.52 0.67  C20 1.513, C22 1.424, C27 1.400
22 C 0.06 3.40 -0.46  C21 1.424, C23 1.367, H31 1.066
23 C -1.28 3.57 -0.28  C22 1.367, C24 1.406, H32 1.106
24 C -1.82 3.98 0.95  C23 1.406, O25 1.372, C26 1.367
25 O -3.13 4.37 1.02  C24 1.372, H33 0.962
26 C -0.99 4.12 2.03  C24 1.367, C27 1.400, H34 1.071
27 C 0.40 3.97 1.89  C21 1.400, C26 1.400, H35 1.078
28 H 2.72 3.35 1.67  C20 1.056
29 H 2.92 3.72 -0.12  C20 1.108
30 H 2.55 2.09 0.51  C20 1.099
31 H 0.45 3.04 -1.38  C22 1.066
32 H -1.97 3.57 -1.15  C23 1.106
33 H -3.37 4.49 1.94  O25 0.962
34 H -1.33 4.51 2.96  C26 1.071
35 H 1.09 4.16 2.69  C27 1.078

Summary:
**HOMO energy**: -8.4 eV
**Gap between HOMO and LUMO**: 0.334 Ha

***

Entry 3
The following is a quantum chemistry calculation of a 2-piece molecular cluster, C15H18O2 overall, from OMol25.

Bonds (Å) are listed after each position.
CARTESIAN COORDINATES (ANGSTROEM)
1 C -0.81 -1.65 -1.76  C2 1.541, H10 1.100, H11 1.089, H12 1.088
2 C -2.06 -1.62 -0.85  C1 1.541, C3 1.522, H13 1.093, H14 1.099
3 C -2.52 -0.22 -0.48  C2 1.522, C4 1.375, C9 1.388
4 C -3.36 0.41 -1.37  C3 1.375, C5 1.405, H15 1.084
5 C -3.81 1.71 -1.07  C4 1.405, C6 1.381, H16 1.073
6 C -3.26 2.32 0.04  C5 1.381, O7 1.392, C8 1.393
7 O -3.65 3.61 0.36  C6 1.392, H17 0.947
8 C -2.27 1.73 0.83  C6 1.393, C9 1.394, H18 1.082
9 C -1.91 0.41 0.59  C3 1.388, C8 1.394, H19 1.082
10 H -0.36 -2.62 -1.51  C1 1.100
11 H -0.09 -0.88 -1.53  C1 1.089
12 H -1.06 -1.76 -2.81  C1 1.088
13 H -2.85 -2.24 -1.28  C2 1.093
14 H -1.88 -2.17 0.08  C2 1.099
15 H -3.78 -0.03 -2.27  C4 1.084
16 H -4.68 2.04 -1.60  C5 1.073
17 H -3.66 4.10 -0.45  O7 0.947
18 H -1.83 2.42 1.53  C8 1.082
19 H -1.16 -0.03 1.24  C9 1.082
20 C 2.65 -2.31 2.27  C21 1.516, H28 1.096, H29 1.086, H30 1.085
21 C 2.88 -1.17 1.30  C20 1.516, C22 1.372, C27 1.416
22 C 3.33 -1.16 0.00  C21 1.372, C23 1.395, H31 1.088
23 C 3.46 0.02 -0.73  C22 1.395, C24 1.387, H32 1.085
24 C 2.88 1.18 -0.22  C23 1.387, O25 1.376, C26 1.402
25 O 3.25 2.40 -0.74  C24 1.376, H33 0.964
26 C 2.23 1.19 1.02  C24 1.402, C27 1.375, H34 1.084
27 C 2.26 0.02 1.76  C21 1.416, C26 1.375, H35 1.086
28 H 3.09 -3.29 2.05  C20 1.096
29 H 1.60 -2.58 2.21  C20 1.086
30 H 3.00 -2.01 3.25  C20 1.085
31 H 3.68 -2.10 -0.43  C22 1.088
32 H 3.81 0.06 -1.75  C23 1.085
33 H 3.61 2.25 -1.62  O25 0.964
34 H 1.60 2.03 1.29  C26 1.084
35 H 1.65 -0.07 2.65  C27 1.086

Summary:
**HOMO energy**: -8.4 eV
**Gap between HOMO and LUMO**: 0.338 Ha

***

Which is most stable, and by how much? entry 3, by 0.636 eV.